{"formula": "C2H4OS", "method": "wB97M-V/def2-TZVPD", "symbols": ["S", "O", "C", "C", "H", "H", "H", "H"], "coordinates": [[1.223712, -0.331594, 2.437978], [0.121715, 0.527382, 0.397430], [-0.376127, 0.404261, -0.873220], [0.349662, -0.468436, 0.931967], [-0.067701, 1.334060, -1.299002], [-1.512240, 0.593728, -0.769504], [-0.077018, -0.573491, -1.395463], [0.337996, -1.485910, 0.569814]], "atomic_forces_ev_per_a": [[-1.50, -0.83, -1.74], [-2.37, 8.06, -4.70], [-3.18, 0.62, -2.33], [6.36, -8.57, 10.78], [0.55, 0.09, -1.33], [1.49, -1.03, -0.50], [-0.50, 1.71, 0.69], [-0.84, -0.05, -0.86]], "charge": 0, "gap_ev": 8.732, "mol_weight_g_mol": 76.1, "smiles": "COC=S", "e_homo_ev": -8.194}